This record from OMol25 describes 5 unconnected molecules or ions with the total composition C32H35F6N5O9P in a non-equilibrium geometry. The level of theory is ωB97M-V/def2-TZVPD.

- E_LUMO: -4.01 eV
- Orbital gap: 7.73 eV
- Energy above the lowest of the compared OMol25 structures with the same formula, charge and spin: 6.758 eV
- Total charge: +1
- Highest occupied orbital energy: -0.432 Ha
- E_tot: -85199.5252 eV

Last column: Löwdin charge in e.
Positions of all 88 atoms, in Å:
C -3.729 5.909 3.089  -0.1058
C -2.836 5.829 1.677  -0.3641
C -3.931 5.660 0.469  -0.1192
C -1.809 4.567 1.871  -0.2256
C -1.224 3.919 0.485  -0.2306
P -0.581 2.092 0.706  1.1202
N -0.202 1.679 2.399  -0.0720
C -1.686 0.801 -0.196  -0.2018
O -3.127 1.090 -0.143  -0.0456
C -3.748 0.633 1.110  -0.2278
F -5.237 0.788 0.910  0.0494
F -3.532 -0.796 1.434  0.0436
F -3.429 1.501 2.296  0.0273
C 1.119 2.059 -0.244  -0.2910
F 1.642 0.652 -0.097  -0.0091
F 0.936 2.358 -1.688  -0.0066
F 2.140 2.928 0.426  0.0155
H -4.758 5.360 2.834  0.0903
H -3.998 7.013 3.392  0.0965
H -3.238 5.279 3.952  0.0797
H -2.224 6.835 1.600  0.1445
H -4.120 4.546 0.165  0.0763
H -4.982 6.154 0.700  0.1000
H -3.477 6.224 -0.479  0.0963
H -2.284 3.769 2.618  0.0988
H -0.864 4.997 2.461  0.1393
H -1.981 3.869 -0.405  0.1035
H -0.304 4.567 0.151  0.1218
H 0.528 2.394 2.691  0.0799
H -1.003 1.831 3.051  0.0713
H -1.381 -0.275 0.149  0.1506
H -1.379 0.872 -1.347  0.1635
C -5.890 -3.876 0.088  -0.0624
C -6.150 -5.217 -0.199  -0.0554
C -5.158 -6.180 0.000  0.0107
C -3.906 -5.787 0.492  -0.1491
C -3.640 -4.441 0.773  -0.0057
C -4.638 -3.486 0.568  -0.0690
N -2.868 -6.798 0.727  -0.3235
O -3.136 -7.976 0.448  0.0812
O -1.785 -6.417 1.194  0.0408
H -6.668 -3.130 -0.063  0.1111
H -7.127 -5.513 -0.574  0.1142
H -5.377 -7.221 -0.228  0.1242
H -2.671 -4.121 1.150  0.1154
H -4.442 -2.439 0.786  0.0734
C 0.585 -6.167 -1.127  -0.0641
C -0.513 -5.570 -1.747  -0.0636
C -0.366 -4.956 -2.992  -0.0011
C 0.891 -4.950 -3.612  -0.1462
C 1.997 -5.542 -2.989  0.0001
C 1.838 -6.150 -1.742  -0.0615
N 1.046 -4.328 -4.933  -0.3277
O 0.048 -3.798 -5.443  0.0566
O 2.165 -4.372 -5.464  0.0668
H 0.464 -6.650 -0.159  0.1018
H -1.486 -5.586 -1.260  0.0850
H -1.232 -4.495 -3.462  0.1167
H 2.979 -5.540 -3.457  0.1203
H 2.690 -6.616 -1.252  0.1102
C 5.004 -2.042 3.580  -0.0594
C 5.612 -0.828 3.904  -0.0548
C 4.830 0.291 4.196  0.0058
C 3.433 0.181 4.166  -0.1462
C 2.819 -1.034 3.833  -0.0052
C 3.612 -2.145 3.540  -0.0613
N 2.605 1.347 4.497  -0.3150
O 3.185 2.409 4.767  0.0749
O 1.374 1.202 4.491  0.0060
H 5.618 -2.913 3.358  0.1143
H 6.697 -0.755 3.931  0.1150
H 5.319 1.230 4.447  0.1225
H 1.736 -1.132 3.801  0.1154
H 3.146 -3.094 3.283  0.1117
C 3.464 2.601 -2.745  -0.0841
C 2.878 3.690 -3.391  -0.0724
C 3.584 4.382 -4.377  0.0081
C 4.880 3.969 -4.714  -0.1341
C 5.474 2.880 -4.062  0.0097
C 4.760 2.198 -3.075  -0.0534
N 5.618 4.676 -5.767  -0.3225
O 5.066 5.647 -6.308  0.0689
O 6.748 4.261 -6.060  0.0731
H 2.908 2.061 -1.981  0.0643
H 1.869 3.999 -3.127  0.0939
H 3.113 5.229 -4.871  0.1214
H 6.482 2.552 -4.309  0.1235
H 5.211 1.350 -2.565  0.1114